Entry 1:
Formula: C15H27MnN5O4S
Source: the Open Molecules 2025 dataset
Level of theory: ωB97M-V with the def2-TZVPD basis set

Element x y z (Å)
Mn 0.657 -0.758 -1.344
N -0.433 -2.425 -0.770
C -1.838 -2.448 -1.304
C -2.221 -1.055 -1.751
N -1.096 -0.484 -2.543
C -1.287 0.973 -2.813
C 0.075 1.577 -3.087
N 1.002 1.145 -2.001
C -0.962 -1.198 -3.864
C 0.146 -2.230 -3.864
N 1.284 -1.624 -3.145
H 0.034 -3.309 -0.963
H -0.490 -2.346 0.245
H -2.519 -2.797 -0.530
H -1.880 -3.161 -2.125
H -2.393 -0.411 -0.894
H -3.136 -1.073 -2.349
H -1.739 1.427 -1.938
H -1.957 1.112 -3.664
H 0.018 2.665 -3.125
H 0.489 1.240 -4.038
H 0.811 1.697 -1.163
H 1.974 1.314 -2.255
H -0.738 -0.449 -4.622
H -1.922 -1.640 -4.134
H 0.410 -2.501 -4.887
H -0.130 -3.150 -3.353
H 1.761 -0.951 -3.741
H 1.995 -2.309 -2.895
C 0.768 2.898 6.334
C 0.397 2.287 5.018
C 0.537 3.002 3.827
C 0.180 2.447 2.614
C -0.327 1.150 2.598
C -0.480 0.409 3.770
C -0.116 0.986 4.969
S -0.773 0.440 1.089
O -1.656 -0.683 1.288
O -1.149 1.454 0.129
N 0.619 -0.182 0.435
C 1.583 -0.821 1.324
C 2.688 -1.348 0.442
O 3.740 -1.763 0.782
O 2.301 -1.337 -0.872
H 1.223 3.878 6.209
H 1.467 2.257 6.873
H -0.118 3.009 6.960
H 0.922 4.013 3.857
H 0.271 3.016 1.700
H -0.898 -0.588 3.739
H -0.240 0.428 5.888
H 1.162 -1.666 1.886
H 1.983 -0.116 2.053

Forces on the atoms, in the same order (eV/Å):
-0.1 -0.3 -0.2
0.1 0.0 0.0
0.0 0.0 0.0
-0.1 0.0 0.0
0.0 0.0 0.1
0.0 0.0 0.0
0.0 0.0 -0.1
0.0 0.0 0.1
0.0 0.0 0.0
0.0 0.0 0.0
0.0 0.0 0.0
0.0 0.0 0.0
-0.1 0.0 0.0
0.0 0.0 0.0
0.0 0.0 0.0
0.0 0.0 0.0
0.0 0.0 0.0
0.0 0.0 0.0
0.0 0.0 0.0
0.0 0.0 0.0
0.0 0.0 0.0
0.0 0.0 0.0
0.0 0.0 0.0
0.0 0.0 0.0
0.0 0.0 0.0
0.0 0.0 0.0
0.0 0.0 0.0
0.0 0.0 0.0
0.0 0.0 0.0
0.0 0.0 0.0
0.0 0.0 0.0
0.0 0.0 0.0
0.0 0.0 0.0
0.0 -0.1 0.0
0.0 0.0 0.0
0.0 0.0 0.0
0.0 0.2 0.0
0.0 0.0 0.1
0.0 -0.1 0.0
0.1 0.3 0.0
0.0 0.0 0.1
0.0 0.0 0.0
0.0 0.0 0.0
0.0 0.0 -0.1
0.0 0.0 0.0
0.0 0.0 0.0
0.0 0.0 0.0
0.0 0.0 0.0
0.0 0.0 0.0
0.0 0.0 0.0
0.0 0.0 0.0
0.0 0.0 0.0
0.0 0.0 0.0

Summary:
ΔE to the lowest compared entry with this formula, charge and spin: 0.0 kJ/mol
HOMO level (alpha / beta): -0.5442 / -0.5445 hartree
charge: +2
Kohn-Sham gap (alpha / beta): 6.302 / 6.729 eV
spin multiplicity: 4

Entry 2:
Formula: C23H63F3O12
Source: the Open Molecules 2025 dataset
Level of theory: ωB97M-V with the def2-TZVPD basis set

Element x y z (Å)
C 15.512 -7.172 14.441
O 14.756 -6.038 13.985
O 14.625 -7.818 15.270
C 16.162 -7.962 13.125
F 17.390 -7.534 12.863
F 16.198 -9.365 13.253
F 15.465 -7.757 12.010
C 15.509 -5.033 13.278
C 14.616 -3.882 12.823
H 14.121 -4.202 11.906
H 13.872 -3.695 13.597
H 15.157 -2.974 12.555
H 15.950 -5.460 12.378
H 16.313 -4.624 13.891
H 16.366 -6.741 14.963
C 21.465 0.667 13.096
O 22.366 0.653 12.053
H 20.828 1.544 12.975
H 21.018 -0.306 13.299
H 22.023 0.772 14.026
C 25.580 2.722 20.409
C 25.634 2.805 21.803
O 24.359 2.610 22.340
H 25.055 3.572 19.974
H 25.124 1.781 20.100
H 26.603 2.911 20.085
H 26.079 3.742 22.139
H 26.357 2.097 22.209
H 23.859 3.324 21.937
C 20.341 7.795 6.849
C 21.116 6.477 7.045
O 22.550 6.675 6.730
H 20.596 8.210 5.873
H 20.655 8.591 7.525
H 19.254 7.732 6.892
H 20.741 5.672 6.414
H 21.047 6.124 8.074
H 22.824 7.569 6.947
C 18.656 -0.759 21.508
C 19.799 -1.454 20.873
O 20.817 -1.877 21.804
H 18.164 -1.448 22.195
H 17.883 -0.531 20.774
H 18.986 -0.018 22.236
H 20.274 -0.795 20.146
H 19.335 -2.269 20.318
H 21.373 -1.102 21.914
C 31.815 -0.037 12.970
C 31.151 -0.983 11.953
O 29.792 -0.705 11.782
H 31.331 -0.118 13.943
H 31.800 0.985 12.590
H 32.899 -0.133 13.032
H 31.323 -1.992 12.327
H 31.692 -0.852 11.015
H 29.253 -1.247 12.363
C 27.817 -6.517 17.353
C 27.140 -5.181 17.408
O 26.831 -4.683 16.078
H 27.114 -7.317 17.117
H 28.187 -6.857 18.320
H 28.647 -6.578 16.650
H 27.795 -4.452 17.884
H 26.289 -5.294 18.080
H 26.000 -4.220 16.206
C 22.570 -6.565 8.074
C 24.008 -6.145 8.298
O 24.147 -4.793 8.442
H 22.420 -7.642 8.141
H 22.192 -6.273 7.094
H 21.881 -6.024 8.724
H 24.656 -6.440 7.473
H 24.335 -6.693 9.182
H 23.876 -4.521 9.322
C 24.973 7.721 12.692
C 25.905 6.618 12.976
O 26.512 6.394 11.719
H 25.493 8.618 12.356
H 24.506 7.932 13.654
H 24.241 7.379 11.960
H 25.362 5.724 13.284
H 26.652 7.005 13.670
H 27.033 7.152 11.444
C 18.674 -1.107 6.042
C 19.315 -1.140 4.666
O 20.530 -0.443 4.632
H 19.367 -1.377 6.839
H 17.755 -1.693 6.046
H 18.343 -0.100 6.297
H 18.680 -0.588 3.973
H 19.412 -2.211 4.487
H 21.005 -0.805 3.880
C 15.521 4.606 14.981
C 15.671 3.908 16.277
O 16.106 4.842 17.215
H 15.123 4.025 14.149
H 16.450 5.043 14.617
H 14.823 5.438 15.078
H 16.357 3.063 16.330
H 14.720 3.516 16.635
H 15.341 5.337 17.517

Forces on the atoms, in the same order (eV/Å):
-3.1 -1.5 2.2
0.6 1.6 -1.8
2.8 0.1 -2.2
-1.9 -0.9 1.7
1.1 -0.1 0.0
0.4 1.7 0.1
-0.6 0.0 -0.7
-0.2 -0.2 0.0
-0.3 -0.7 -0.1
-0.4 0.1 0.1
0.0 0.2 -0.1
0.2 0.0 0.3
0.3 -0.1 0.0
0.2 -0.2 0.3
0.9 -0.1 0.1
2.6 0.0 -1.2
-0.2 -0.3 -0.2
-1.2 0.0 0.5
-1.3 -0.4 -0.3
0.2 0.7 1.2
0.7 0.5 -3.7
1.0 0.2 3.6
-0.5 0.0 0.9
-0.5 -0.1 -0.1
0.4 0.1 -0.4
0.1 -0.7 -0.7
-0.2 0.6 0.1
-0.5 -0.6 0.2
-0.6 -0.1 0.2
0.5 0.0 -0.5
1.0 1.1 0.2
-1.4 -0.6 -0.1
-0.1 -0.2 -0.3
0.0 -0.2 0.5
0.1 -0.3 0.2
0.2 0.2 -0.2
0.0 0.0 0.1
-0.3 0.1 0.2
-0.7 -0.6 1.6
0.6 0.1 -0.6
-0.8 -0.1 -0.4
-0.1 -0.5 0.0
0.2 0.8 0.1
-0.2 0.9 -0.7
0.0 0.0 -0.2
0.8 -0.6 0.1
0.2 -0.1 0.1
0.0 0.5 -0.7
1.2 0.3 1.1
-0.3 0.2 -0.4
0.2 0.2 0.0
-0.8 0.2 0.2
0.1 -0.9 0.3
-0.1 -0.3 -0.3
-0.3 -0.2 -0.3
0.0 0.0 0.0
0.1 -1.1 -0.1
0.6 0.4 -0.2
-0.3 -0.7 1.4
-0.2 0.1 -0.5
0.2 0.5 0.3
-0.1 0.2 -0.1
0.2 0.1 0.1
-0.5 0.3 -0.4
-0.1 0.2 -0.5
-0.7 0.2 -0.9
-0.5 -1.6 0.1
0.4 1.7 0.1
0.0 0.0 0.3
0.3 0.0 -0.3
0.2 -0.3 0.5
-0.1 -0.1 -0.1
0.4 0.0 0.2
-0.1 0.1 0.0
-1.4 0.5 1.2
0.7 0.9 -1.3
1.0 -1.6 -0.7
0.0 0.0 -0.1
-0.6 0.5 -0.1
-0.1 0.3 0.1
0.5 -0.1 0.1
0.1 -0.7 0.6
-0.1 0.1 0.2
-0.1 1.1 0.2
-1.0 0.1 0.9
0.9 -0.2 0.2
-0.1 -0.4 -0.1
0.2 -0.4 0.1
0.1 0.2 -0.1
-0.6 -0.7 -0.4
0.2 0.0 -0.9
0.3 0.2 0.0
-0.2 0.4 -1.7
-0.6 -0.8 0.5
0.7 0.8 1.4
0.0 -0.4 0.1
0.2 -0.1 0.2
-0.1 0.1 0.2
0.2 0.2 -0.5
-0.3 -0.3 -0.3
0.1 0.1 0.0

Summary:
ΔE to the lowest compared entry with this formula, charge and spin: 0.0 kJ/mol
HOMO level: -0.0067 hartree
charge: -2
Kohn-Sham gap: 3.212 eV

Entry 3:
Formula: C15H33NO11P2S3
Source: the Open Molecules 2025 dataset
Level of theory: ωB97M-V with the def2-TZVPD basis set

Element x y z (Å)
C 4.890 1.936 0.560
C 3.737 0.920 0.396
C 2.357 1.586 0.254
C 1.394 0.872 -0.698
P 1.016 2.046 -2.143
O -0.370 2.146 -2.662
O 1.932 -0.260 -1.436
C 0.810 -0.878 -1.969
O 0.834 -1.570 -2.917
O -0.272 -0.541 -1.241
C 0.218 0.150 -0.074
C -0.812 0.801 0.825
C -1.806 1.804 0.210
C -1.467 3.232 0.603
N -1.070 4.141 -0.400
O -1.553 3.586 1.756
P 0.851 -1.281 1.059
S -0.468 -2.689 1.212
H 5.681 1.727 -0.156
H 4.556 2.955 0.385
H 5.341 1.868 1.546
H 3.963 0.279 -0.449
H 3.739 0.289 1.283
H 1.892 1.597 1.240
H 2.493 2.631 -0.009
H 1.902 1.562 -3.119
H 1.535 3.306 -1.794
H -0.309 1.259 1.674
H -1.395 -0.026 1.229
H -1.930 1.675 -0.860
H -2.770 1.619 0.682
H -1.224 3.750 -1.323
H -0.097 4.388 -0.283
H 2.067 -1.786 0.590
H 1.112 -0.617 2.269
C -0.044 -5.042 5.463
C 0.656 -4.026 6.342
O 2.070 -3.906 6.041
S 2.467 -3.112 4.731
C 4.185 -2.947 5.074
O 1.843 -1.822 4.761
O 2.298 -3.955 3.591
H -0.078 -4.716 4.425
H -1.067 -5.183 5.811
H 0.476 -5.999 5.495
H 0.190 -3.043 6.269
H 0.623 -4.331 7.385
H 4.310 -2.326 5.957
H 4.636 -2.473 4.206
H 4.606 -3.936 5.225
C -2.372 0.105 -4.300
C -3.109 1.424 -4.256
O -4.025 1.573 -5.373
S -5.383 0.760 -5.333
C -6.190 1.612 -6.643
O -6.048 1.033 -4.095
O -5.149 -0.593 -5.731
H -3.045 -0.736 -4.141
H -1.614 0.092 -3.523
H -1.893 -0.035 -5.270
H -3.652 1.551 -3.319
H -2.411 2.253 -4.346
H -6.343 2.646 -6.349
H -7.143 1.114 -6.804
H -5.573 1.543 -7.535

Forces on the atoms, in the same order (eV/Å):
-0.1 -0.3 -0.1
0.5 0.3 0.2
0.4 -0.9 0.4
0.1 0.7 -0.3
-0.7 0.2 -0.4
-0.1 0.0 0.1
-0.1 0.3 -0.3
0.3 0.1 0.3
0.0 -0.4 -0.5
-0.3 0.0 0.3
0.6 -0.3 0.5
-0.6 0.0 -0.8
-0.4 0.3 0.2
-0.2 0.4 0.0
-0.1 -0.9 -0.1
0.5 -0.2 0.0
-0.8 -0.7 0.4
0.0 0.1 0.0
0.1 0.0 -0.1
0.0 0.1 0.1
0.0 0.2 0.1
-0.2 -0.1 -0.1
-0.1 -0.2 -0.1
-0.1 0.2 0.1
-0.1 0.1 -0.2
0.3 0.0 0.2
0.2 -0.1 0.2
0.2 0.0 0.1
0.0 -0.1 0.1
0.1 -0.1 -0.1
-0.1 -0.1 0.0
0.3 0.0 -0.1
-0.1 0.6 0.1
0.3 0.5 0.0
0.4 0.1 -0.1
0.2 0.0 -0.2
-0.5 -0.1 0.1
0.1 0.0 0.0
0.2 -0.1 0.2
0.0 0.0 0.1
-0.1 0.1 -0.2
0.0 0.1 -0.2
0.0 0.0 0.0
0.0 0.0 0.1
0.0 0.0 0.1
0.1 0.0 -0.1
0.2 0.0 0.0
0.0 0.0 0.0
0.0 0.0 0.0
0.0 0.0 0.0
-0.2 -0.2 -0.1
0.3 -0.2 0.3
0.0 0.1 0.0
0.1 0.2 -0.1
0.0 0.0 0.0
0.0 -0.1 0.1
-0.1 -0.1 0.0
0.0 0.0 0.0
0.1 0.0 0.0
0.1 0.0 0.0
-0.2 0.0 -0.1
-0.1 0.1 -0.1
0.0 0.0 0.0
0.0 0.0 0.0
0.0 0.0 0.0

Summary:
structure (SMILES): CCC[C@@]1([PH2]=O)OC(=O)O[C@@]1(CCC(N)=O)[PH2]=S.CCOS(C)(=O)=O.CCOS(C)(=O)=O
ΔE to the lowest compared entry with this formula, charge and spin: 0.0 kJ/mol
HOMO level: -0.3283 hartree
Kohn-Sham gap: 8.972 eV

Entry 4:
Formula: C4H7NO
Source: the Open Molecules 2025 dataset
Level of theory: ωB97M-V with the def2-TZVPD basis set

Element x y z (Å)
O 1.200 2.022 0.552
C 1.668 1.009 0.085
C 0.898 -0.278 -0.070
C -0.517 -0.203 0.451
C -1.927 -0.012 -0.712
N -1.415 -1.213 -0.121
H 2.722 0.975 -0.265
H 1.446 -1.079 0.446
H 0.891 -0.560 -1.132
H -0.610 -0.151 1.537
H -1.257 0.169 -1.581
H -1.035 0.832 0.205
H -2.064 -1.510 0.606

Forces on the atoms, in the same order (eV/Å):
0.3 -0.5 -0.2
-0.2 0.3 0.2
-0.1 0.0 0.0
0.2 0.0 0.2
0.1 -0.1 -0.1
-0.2 0.0 0.1
-0.1 0.1 0.1
0.0 0.1 -0.1
0.0 0.0 0.2
0.0 0.1 -0.2
-0.1 0.0 0.1
0.0 0.0 0.0
0.1 0.0 -0.1

Summary:
ΔE to the lowest compared entry with this formula, charge and spin: 493.3 kJ/mol
HOMO level: -0.3130 hartree
Kohn-Sham gap: 9.393 eV